(1)
Here is a structure of composition C28H46F6N5O4S2SeSiW at a distorted geometry from the Open Molecules 2025 dataset. Energies are from ωB97M-V/def2-TZVPD.

Summary:
* LUMO energy (alpha / beta): -4.22 / -3.71 eV
* E_HOMO (alpha / beta): -10.09 / -11.08 eV
* Kohn-Sham gap (alpha / beta): 0.2158 / 0.2711 Ha

```
! wB97M-V def2-TZVPD RIJCOSX def2/J DEFGRID3
* xyz 1 3
W -0.023 -0.080 0.274
C 1.956 5.615 -0.609
C 1.561 4.146 -0.441
C 2.288 3.283 -1.468
C 0.051 3.960 -0.488
C -0.727 4.843 -1.234
C -2.108 4.817 -1.183
C -2.747 3.994 -0.273
C -2.018 3.095 0.491
C -2.648 2.369 1.670
C -2.427 3.230 2.924
C -4.142 2.084 1.506
C -0.630 2.991 0.274
N -0.005 1.840 0.882
C 0.695 1.955 2.008
C 0.907 0.787 2.740
C 1.476 0.600 4.002
C 1.129 -0.676 4.396
C 0.347 -1.258 3.384
N 0.224 -0.387 2.341
C -0.264 -2.636 3.566
C -0.996 -2.652 4.921
C -1.288 -3.057 2.509
C 0.888 -3.658 3.579
H 2.984 5.759 -0.275
H 1.312 6.260 -0.011
H 1.902 5.929 -1.652
H 1.901 3.835 0.549
H 1.900 3.451 -2.474
H 2.158 2.244 -1.218
H 3.359 3.495 -1.461
H -0.237 5.576 -1.860
H -2.685 5.484 -1.810
H -3.820 4.065 -0.149
H -2.112 1.430 1.833
H -2.962 4.176 2.825
H -1.370 3.454 3.067
H -2.793 2.716 3.815
H -4.720 3.006 1.574
H -4.487 1.431 2.309
H -4.380 1.621 0.545
H 0.981 2.923 2.405
H 2.052 1.331 4.546
H 1.379 -1.142 5.334
H -1.712 -1.830 4.977
H -0.307 -2.554 5.760
H -1.537 -3.592 5.037
H -2.260 -2.597 2.713
H -1.431 -4.136 2.568
H -0.954 -2.839 1.502
H 1.672 -3.356 4.272
H 1.323 -3.746 2.582
H 0.518 -4.638 3.881
N -2.237 -0.573 0.583
C -2.948 -1.377 -0.469
C -4.047 -0.543 -1.157
N -3.661 0.717 -1.758
H -2.207 -1.129 1.432
H -2.846 0.213 0.790
H -3.429 -2.237 0.000
H -2.226 -1.742 -1.196
H -4.829 -0.339 -0.418
H -4.491 -1.166 -1.935
H -3.294 1.395 -1.101
H -2.962 0.592 -2.475
F 3.099 -2.498 0.972
C 3.982 -1.803 0.229
F 4.811 -2.637 -0.353
F 4.650 -0.985 1.023
S 2.932 -0.822 -0.959
O 2.089 -0.144 0.058
O 3.758 -0.007 -1.764
N 2.178 -1.918 -1.785
S 0.844 -2.635 -1.402
O -0.108 -2.809 -2.442
O 0.319 -2.155 -0.102
C 1.384 -4.391 -1.005
F 0.828 -4.759 0.146
F 0.977 -5.197 -1.963
F 2.701 -4.464 -0.896
C -2.033 -0.325 -4.817
Si -0.518 0.726 -4.442
C 1.101 0.071 -5.118
C -0.817 2.583 -4.404
Se -0.178 0.276 -2.030
H -2.082 -0.581 -5.877
H -2.957 0.192 -4.556
H -1.972 -1.256 -4.249
H 1.138 0.129 -6.207
H 1.203 -0.974 -4.820
H 1.945 0.624 -4.705
H -1.371 2.928 -5.280
H 0.128 3.128 -4.367
H -1.383 2.832 -3.506
*
```

Results of the Mulliken charge analysis, in e, for atoms 1 through 2: W 1.647; C -1.972


(2)
Here is a structure of composition C28H47Br5ClF3I2NO6PS3 at a distorted geometry from the Open Molecules 2025 dataset. Energies are from ωB97M-V/def2-TZVPD.

Summary:
* LUMO energy: -0.51 eV
* E_HOMO: -8.10 eV
* Kohn-Sham gap: 0.2790 Ha

```
! wB97M-V def2-TZVPD RIJCOSX def2/J DEFGRID3
* xyz 0 1
C -6.259 2.060 -0.121
C -5.816 2.392 -1.582
S -4.223 1.586 -2.011
C -2.850 2.711 -1.468
C -1.428 2.242 -2.118
Br -1.898 0.677 -3.316
C -0.844 3.465 -2.869
C -1.258 3.730 -4.358
C -0.430 2.884 -5.410
Br -3.182 3.758 -4.732
O -0.723 1.652 -1.058
C 0.477 2.242 -0.596
C 0.376 3.595 0.127
I -1.177 4.052 1.578
C 1.256 4.611 -0.134
C 2.398 4.548 -1.170
I 1.166 6.524 0.878
C 1.192 1.067 0.251
C 2.460 1.634 0.931
C 2.299 2.361 2.282
N 3.048 3.383 2.486
C 0.052 0.509 1.185
C 0.468 -0.233 2.503
C -0.372 0.352 3.709
S -2.087 -0.293 3.724
O 1.376 0.098 -0.803
C 2.395 -0.864 -0.769
C 2.578 -1.729 0.522
C 3.679 -2.873 0.446
C 3.262 -4.165 1.211
F 4.418 -4.882 1.487
Br 2.479 -3.704 2.968
C 2.302 -5.137 0.448
F 1.014 -4.702 0.481
F 2.301 -6.318 1.159
Br 2.883 -5.610 -1.359
C 3.853 -0.432 -1.263
C 3.893 0.797 -2.229
C 4.417 0.414 -3.677
Br 5.296 2.030 -1.499
P 1.858 -2.139 -2.100
O 0.348 -2.599 -1.534
Cl 1.457 -1.090 -3.867
H -7.285 2.446 0.089
H -6.216 0.982 0.135
H -5.585 2.594 0.594
H -5.637 3.496 -1.628
H -6.620 2.136 -2.306
H -3.132 3.739 -1.773
H -2.792 2.572 -0.369
H 0.272 3.537 -2.889
H -1.163 4.380 -2.308
H -0.922 4.777 -4.548
H -1.073 2.075 -5.816
H 0.486 2.449 -4.944
H -0.148 3.567 -6.245
H 1.166 2.345 -1.471
H 3.248 5.138 -0.754
H 2.072 5.106 -2.082
H 2.716 3.533 -1.466
H 2.905 2.391 0.241
H 3.290 0.899 1.078
H 1.569 2.098 3.076
H 2.826 3.789 3.404
H -0.720 1.262 1.460
H -0.508 -0.239 0.573
H 0.225 -1.318 2.468
H 1.529 -0.130 2.812
H -0.421 1.464 3.589
H 0.179 0.198 4.669
H -2.776 0.701 4.370
H 2.789 -1.156 1.445
H 1.608 -2.260 0.701
H 4.561 -2.482 1.011
H 4.047 -3.088 -0.576
H 4.520 -0.280 -0.387
H 4.290 -1.296 -1.826
H 2.924 1.310 -2.375
H 5.479 0.695 -3.823
H 3.830 0.983 -4.437
H 4.263 -0.662 -3.901
H -0.210 -1.790 -1.582
O -4.120 -3.476 4.324
S -3.637 -4.823 4.233
O -2.391 -5.211 4.828
O -3.642 -5.274 2.693
C -2.927 -4.464 1.747
C -1.426 -4.656 1.849
C -4.894 -5.929 4.791
H -3.201 -3.412 1.866
H -3.264 -4.775 0.758
H -1.045 -4.286 2.802
H -0.919 -4.116 1.053
H -1.166 -5.714 1.785
H -5.836 -5.662 4.317
H -4.970 -5.819 5.872
H -4.603 -6.947 4.540
*
```

Results of the Mulliken charge analysis, in e, for atoms 1 through 2: C -0.945; C -0.380


(3)
Here is a structure of composition C28H47BrCuNO3P3 at a distorted geometry from the Open Molecules 2025 dataset. Energies are from ωB97M-V/def2-TZVPD.

Summary:
* LUMO energy (alpha / beta): -7.13 / -8.76 eV
* E_HOMO (alpha / beta): -13.09 / -13.09 eV
* Kohn-Sham gap (alpha / beta): 0.2190 / 0.1589 Ha

```
! wB97M-V def2-TZVPD RIJCOSX def2/J DEFGRID3
* xyz 2 2
C -0.549 6.585 -3.894
C -0.734 5.213 -4.299
C -1.051 4.989 -5.692
C -1.276 6.104 -6.466
N -1.172 7.355 -6.075
C -0.815 7.558 -4.824
C -0.633 4.124 -3.387
C -0.692 3.183 -2.607
C -1.230 2.291 -1.656
C -0.419 1.745 -0.629
C -1.068 1.183 0.565
C -2.456 1.096 0.585
C -3.211 1.471 -0.537
C -2.610 1.960 -1.672
Cu 0.256 0.329 -1.849
P 1.958 -1.275 0.825
H -1.116 4.009 -6.258
H -0.168 6.984 -2.908
H -1.569 6.075 -7.507
H -0.752 8.612 -4.621
H -3.287 2.141 -2.519
H 0.531 2.231 -0.512
H -4.278 1.432 -0.414
H -0.456 1.379 1.494
C 2.177 -2.775 1.972
C 3.065 -3.953 1.578
H 1.147 -3.118 2.161
H 2.528 -2.389 2.940
H 3.103 -4.692 2.398
H 2.677 -4.485 0.705
H 4.117 -3.677 1.401
C 2.648 -1.660 -0.843
C 3.390 -0.542 -1.580
H 1.774 -1.806 -1.464
H 3.199 -2.602 -0.877
H 3.254 -0.692 -2.662
H 2.918 0.426 -1.364
H 4.471 -0.495 -1.375
C 3.392 -0.347 1.464
C 4.768 -1.018 1.587
H 3.102 0.036 2.456
H 3.476 0.508 0.783
H 5.521 -0.245 1.815
H 4.825 -1.742 2.412
H 5.100 -1.502 0.658
Br -3.379 0.122 1.818
P -2.001 -2.848 -0.943
C -0.279 -3.299 -0.850
C -0.043 -4.676 -1.531
H 0.105 -3.250 0.186
H 0.207 -2.552 -1.500
H 1.013 -4.718 -1.874
H -0.277 -5.496 -0.813
H -0.703 -4.766 -2.421
C -2.735 -3.091 0.689
C -4.155 -3.635 0.384
H -2.730 -2.194 1.338
H -2.167 -3.870 1.217
H -4.722 -3.806 1.319
H -4.681 -2.922 -0.273
H -4.089 -4.617 -0.132
C -2.194 -1.300 -1.800
C -2.628 -1.546 -3.278
H -1.225 -0.685 -1.770
H -2.979 -0.723 -1.298
H -3.017 -0.593 -3.702
H -1.743 -1.902 -3.850
H -3.428 -2.314 -3.326
C 1.534 0.011 5.536
O 1.148 -0.659 4.313
P 0.314 0.201 3.164
O -0.875 0.874 4.158
C -1.701 0.133 5.100
O 1.352 1.533 3.073
C 0.865 2.808 3.493
H 2.607 0.218 5.491
H 1.235 -0.734 6.264
H 1.053 0.974 5.717
H -2.072 -0.803 4.667
H -1.136 -0.124 6.016
H -2.559 0.802 5.310
H 0.166 3.183 2.738
H 0.316 2.801 4.463
H 1.746 3.456 3.596
*
```

Results of the Mulliken charge analysis, in e, for atoms 1 through 2: C -0.491; C 0.571